The following is a quantum chemistry calculation of one molecule with the formula C3H5NOS2 at a distorted geometry, from the Open Molecules 2025 dataset.

Computed properties:
2S+1: 1
F_max: 5.00 eV Å⁻¹
charge: 0
Kohn-Sham gap: 8.219 eV
relative energy (zero: lowest compared OMol25 entry of this formula, charge and spin): 326.3 kJ/mol
SMILES string: CN1SCOC1=S
E: -28396.8491 eV

Element x y z (Å)
1 C -0.4396 1.7480 -0.1755
2 C 1.2571 -1.5322 0.1654
3 C -0.7532 -0.6739 -0.1217
4 H -0.2753 2.4011 0.8391
5 H -1.7146 1.7217 -0.2012
6 H -0.0975 1.8776 -1.2226
7 H 1.0820 -1.5288 1.3925
8 H 1.7991 -2.3462 -0.3147
9 N 0.0404 0.3477 0.2669
10 O -0.1418 -1.7895 -0.4007
11 S 1.7215 0.2148 -0.1800
12 S -2.4782 -0.4404 -0.0475

Forces on atoms 1 to 2 (eV/Å):
C -3.6 -0.2 3.4
C -1.0 -0.9 2.0